A cluster of 12 separate species, C77H172N10O15P2 in total at a distorted geometry. Source: the OMol25 dataset; level of theory: wB97M-V/def2-TZVPD.

Structure (XYZ):
```
276
C77H172N10O15P2 | the OMol25 dataset | wB97M-V/def2-TZVPD
H 10.194 0.354 6.240
H -1.450 -2.842 2.742
C -0.168 2.105 0.484
H -5.393 -0.437 -7.468
H -0.812 -4.347 -3.305
H -1.278 -0.031 -5.072
C -0.996 4.531 -2.201
C -4.380 1.416 -6.606
C -6.895 4.646 4.668
C -5.010 5.937 0.545
C -7.281 2.472 5.998
C -5.571 -4.644 3.485
C -4.239 4.763 3.378
H 0.011 -2.918 1.029
H -7.602 3.936 2.718
C 8.766 -0.182 4.716
H -8.059 2.014 6.608
H 0.157 2.280 2.475
O 3.180 -2.249 -5.172
H 3.196 5.618 -6.329
H 4.336 0.067 -9.041
O 3.526 5.167 -2.068
H -3.551 4.295 -0.076
H -2.468 -5.854 3.908
H -1.402 2.989 2.092
O 5.195 -2.491 -4.796
H -3.007 -2.316 2.055
C 7.434 0.060 5.423
H -0.367 1.369 5.435
H 0.530 -3.623 -0.543
H -8.008 4.394 6.451
C -7.849 3.803 5.549
H 3.298 1.650 -10.731
C 6.497 -2.664 5.844
H 0.934 -4.218 -3.341
H 2.850 0.260 -11.664
C -0.490 -0.926 5.167
H 1.651 -1.104 -6.854
C -2.291 -4.393 1.550
C -2.363 -5.195 4.770
H 3.821 3.222 -6.775
H -0.964 2.254 -0.246
H -3.358 4.810 2.738
H -5.119 -5.633 3.402
H 0.716 -2.452 -5.071
H 3.473 4.663 -4.924
C -0.811 -5.151 -7.996
H -0.054 -4.606 -4.816
C -3.349 -0.697 -6.802
C 6.121 0.521 1.942
C 0.454 0.147 -1.119
C 2.440 2.974 4.872
C 1.379 1.026 -1.954
H 8.970 -1.246 4.832
C -0.617 -0.185 1.163
H 2.337 1.169 -1.455
C 5.372 -0.724 2.155
H 7.013 1.008 5.086
H 1.060 2.067 -2.009
H 7.145 -1.940 7.787
H -4.471 -0.929 -3.581
H 0.665 2.776 0.275
C -5.906 5.836 1.772
C -6.589 -5.088 1.255
H 2.466 3.063 3.786
H -0.583 -0.793 -9.031
C -0.082 -2.544 -4.335
O 3.298 3.575 -0.594
H 6.527 -3.234 10.096
H -4.196 -6.113 5.729
C 0.139 6.743 -2.620
C 4.173 1.131 5.013
C 0.241 -1.463 -9.278
H -5.183 4.159 -0.702
P -3.023 -3.501 4.193
O 2.048 -2.441 2.794
C 3.728 -0.347 -9.846
C 1.403 5.409 -5.275
C -3.150 -5.893 5.942
H 3.146 -1.992 -8.545
H 0.262 -1.720 -10.337
H 11.233 0.695 3.401
H -6.951 5.794 1.465
H -1.585 0.496 3.068
H -0.085 7.718 -3.053
H -3.890 2.235 -7.132
C 0.700 4.647 -4.120
H -2.333 6.323 -3.860
H -6.906 -4.597 0.334
H -4.109 3.968 4.112
H -0.104 -0.880 1.827
H 1.403 1.540 -9.266
H -5.372 1.791 -6.355
C 2.758 -1.351 -9.337
O 3.134 -3.397 4.381
H 1.462 3.259 5.261
C 6.648 -4.030 8.059
C -6.672 3.962 3.287
H 0.581 0.164 -7.328
H -1.242 4.951 0.002
H 1.436 4.363 -3.368
H -6.398 -3.173 2.253
H -5.360 -0.969 -5.007
H 5.266 -1.281 1.224
H 1.266 -3.347 -8.558
O -5.956 -0.128 4.423
H -4.614 2.638 1.560
H 4.409 -0.485 6.526
H -6.476 2.905 3.468
H 2.255 -0.388 0.848
C -4.454 0.115 -7.418
H 0.725 0.582 -4.065
H -3.265 -1.739 -7.110
C -1.493 5.874 -4.390
H 0.017 -1.877 -3.478
H 5.698 -3.278 5.428
H 0.344 4.699 -0.661
H -4.272 -8.450 6.691
H 7.550 -2.912 5.708
H 7.087 0.391 1.453
C -3.325 -8.147 7.137
H 3.459 1.813 -3.292
H 4.624 2.060 1.713
C 2.756 4.822 -5.729
H -4.241 6.660 0.816
H -7.491 -5.391 1.787
H -4.191 1.305 -4.366
H 6.352 1.000 2.894
H -0.562 0.135 -1.514
H 5.505 -2.229 7.665
C -0.459 6.632 -1.166
H -3.031 -5.401 6.907
H 1.214 6.568 -2.660
H 4.454 1.244 3.966
C -0.759 2.129 1.903
H 1.708 6.374 -4.869
C 9.933 0.711 5.244
C 4.441 -0.372 5.443
H -5.963 4.709 5.229
O 1.079 -3.880 3.996
H -4.231 -2.383 -4.659
C -2.571 -7.281 6.067
H 7.715 -4.248 8.015
O -4.439 -0.510 3.016
H -1.982 0.634 5.572
H -6.567 -4.742 3.918
C -1.529 -4.129 0.242
N -0.390 5.488 -3.356
H 4.818 1.808 5.573
H -2.677 -8.976 7.423
H -5.057 -3.623 1.574
H 2.578 1.369 6.278
H 4.378 -0.878 -10.542
H -3.243 -4.864 1.309
H -0.999 -3.852 -9.849
P 6.048 -1.115 4.963
H -2.033 -0.542 -3.561
O -3.464 0.041 -1.155
H -2.053 4.448 -2.455
N 2.085 -3.202 3.788
C 5.368 1.541 1.108
H -1.135 6.623 -5.096
C 11.203 0.425 4.457
H 0.433 -4.530 1.019
H 0.157 -2.651 -7.386
H 2.551 -2.131 -10.070
H -5.729 6.579 2.550
H -0.954 -5.075 -6.918
H 9.783 1.779 5.403
H -3.449 -7.559 8.047
H 7.062 -1.787 2.992
H -1.287 -0.687 0.466
H 2.134 2.838 -6.488
H 0.727 0.731 -10.582
H 4.880 1.122 0.228
C -4.600 4.465 0.166
C -5.852 -4.109 2.138
C 6.012 -1.644 3.248
C 0.029 -4.006 -3.909
H 3.168 3.653 5.315
H -0.641 -3.080 5.735
H -1.462 -2.459 -5.868
C -2.459 -3.158 2.479
H -1.308 -5.186 5.044
H -0.764 -1.091 4.125
H -3.160 -2.734 6.490
C 6.455 -2.666 7.357
C -1.441 0.760 2.021
C 6.175 -4.055 9.471
H 0.696 5.445 -6.104
C 0.307 -2.841 -8.449
H -1.613 -5.805 -8.339
H -4.216 0.355 -8.455
H 3.725 -1.031 4.951
C -4.871 -3.605 4.310
C 1.791 0.589 0.985
H 0.599 -0.898 5.210
H -6.104 3.124 1.044
H 3.220 0.838 -4.747
H 11.865 1.150 4.930
H -5.303 -2.604 4.326
H 0.263 3.784 -4.622
H -1.537 -4.999 -0.414
N -3.480 1.198 -1.683
C 2.718 1.468 -4.013
H 0.141 7.080 -0.374
H 7.540 -0.083 6.498
H 1.699 0.570 2.071
H 0.134 -5.589 -8.316
H 2.103 0.856 4.657
O 5.128 3.860 -1.672
H -3.166 -1.408 5.368
H -2.452 0.775 1.615
H 11.600 -0.559 4.705
H -7.203 1.773 5.165
O 4.653 -1.545 -6.542
H -2.091 -3.453 -0.402
H 2.030 -0.396 -3.445
N 0.369 0.662 0.324
N 4.006 4.212 -1.411
C 1.573 -0.244 -7.519
C -2.685 -2.362 5.583
O -2.482 1.720 -2.181
H -4.296 5.609 4.063
H -0.815 0.348 6.782
C -0.037 -3.787 0.374
C -4.408 -1.309 -4.601
H -5.113 -3.881 5.337
C -5.124 3.551 1.254
H -2.381 -0.290 -7.096
C 2.822 3.653 -6.712
C -1.105 -2.111 5.922
H -8.811 3.836 5.037
H 5.919 2.407 0.743
H -2.685 -7.887 5.169
H -2.226 -2.910 -4.536
H -6.262 2.565 6.375
H 2.464 1.397 0.699
N -5.459 4.514 2.455
C -0.908 -3.793 -8.765
N 1.497 -0.592 -9.004
H 8.644 -0.025 3.644
H 5.619 -2.659 3.311
C -3.673 1.101 -5.303
C -1.421 -2.227 -4.804
H 2.576 3.923 -7.740
H 2.100 2.271 -4.415
H -0.666 3.509 -2.390
H 4.342 -0.509 2.442
C 2.883 0.645 -10.645
N 4.293 -2.105 -5.511
C -1.941 -0.771 -4.623
H -7.275 5.641 4.440
C -0.616 5.172 -0.863
H -1.815 -3.227 -8.554
H -1.492 -7.257 6.221
C 2.761 1.522 5.214
C -0.913 0.464 5.702
C 1.580 0.595 -3.388
H -5.516 6.386 -0.310
H 6.370 -4.990 9.994
O -4.532 1.788 -1.619
H 6.180 -4.899 7.596
H 2.425 0.436 -7.523
H 0.840 -0.871 -1.069
O -4.463 1.293 4.161
N -3.369 -0.431 -5.318
H -0.996 -2.053 7.005
H -5.964 -5.940 0.985
H -1.785 5.001 -4.974
C 1.569 0.664 -9.893
H -2.741 1.655 -5.194
N -4.961 0.224 3.846
H -1.684 -5.164 2.026
H -1.460 7.063 -1.161
H 5.085 -4.058 9.490
```

Calculated total energy = -146794.547 eV
Charge = +2
Lowest unoccupied orbital energy = -0.1460 Eh
Kohn-Sham gap = 5.995 eV
Highest occupied orbital energy = -9.969 eV

Here are the Löwdin charges for atoms 1 to 4, given in e:
1. H 0.11
2. H 0.06
3. C -0.10
4. H 0.12